Record 1
Formula: C5H10O
Source: the OMol25 dataset
Level of theory: ωB97M-V/def2-TZVPD

XYZ file:
```
16
Properties=species:S:1:pos:R:3:forces:R:3:mulliken_charge:R:1
C -1.8528 0.7028 0.0771 0.0 -0.1 0.1 -1.337
C -0.5057 0.0487 0.2099 0.2 0.1 0.0 0.670
C -0.3045 -1.4318 -0.0420 -0.2 0.0 -0.3 -0.732
O 0.6773 -1.9380 0.8464 0.0 -0.2 0.2 -0.480
C 0.5912 0.8000 0.3781 -0.1 0.1 -0.2 -0.341
C 1.8621 0.5589 -0.3841 0.1 0.0 0.0 -0.966
H -1.9303 1.6086 0.6816 0.0 -0.1 0.1 0.351
H -2.7158 0.0619 0.2532 0.1 -0.1 0.2 0.359
H -1.9101 1.0369 -0.9660 -0.2 0.0 0.1 0.266
H 0.5590 -1.4471 1.6707 0.1 -0.1 -0.1 0.363
H 0.0698 -1.6534 -1.0478 -0.1 0.1 0.0 0.270
H -1.2444 -1.9898 0.0815 0.0 0.2 0.0 0.319
H 0.5058 1.7690 0.8564 -0.2 0.3 -0.3 0.357
H 2.7619 0.2609 0.1494 -0.1 0.0 0.2 0.274
H 2.0653 1.5229 -0.8616 0.2 -0.1 0.0 0.328
H 1.6754 -0.1569 -1.1880 0.2 0.0 0.2 0.298
```
Positions in Å, forces in eV/Å.

Summary:
molar mass: 86.13 g mol⁻¹
ΔE to the lowest compared entry with this formula, charge and spin: 147.5 kJ/mol
frontier orbital gap: 9.687 eV
SMILES string: C/C=C(/C)CO
strongest force on any atom: 0.47 eV/A
calculated total energy: -271.69644 Eh
multiplicity: 1

=====

Record 2
Formula: C14H10IrN2O2S3Sb
Source: the OMol25 dataset
Level of theory: ωB97M-V/def2-TZVPD

XYZ file:
```
33
Properties=species:S:1:pos:R:3:forces:R:3:mulliken_charge:R:1
Ir -0.9056 1.1940 -0.9739 0.3 -0.1 0.0 1.108
O -2.6568 0.4121 -1.4703 -0.2 0.1 0.2 -0.758
C -3.2028 -0.6081 -0.8447 0.1 -0.1 -0.1 0.628
C -4.6002 -0.7410 -0.9489 -0.1 -0.1 0.0 -0.446
C -5.2635 -1.8026 -0.3804 0.0 0.1 0.0 -0.387
C -4.5652 -2.7949 0.3139 0.1 0.0 0.0 -0.631
C -3.1980 -2.6894 0.4193 -0.1 0.0 0.0 -0.762
C -2.4893 -1.6132 -0.1403 0.0 0.0 0.0 0.652
C -1.0543 -1.6161 0.0368 -0.1 0.1 -0.1 -0.211
N -0.2907 -0.6376 -0.2822 0.0 0.0 0.0 0.238
N 1.0591 -0.7445 -0.0029 0.1 0.1 0.1 -1.006
C 1.6561 0.3919 -0.2352 -0.1 -0.1 -0.2 0.516
O 1.0895 1.4479 -0.7332 0.0 0.0 0.1 -0.842
C 3.1134 0.4896 0.0360 0.0 0.0 0.0 0.395
C 3.7816 1.6778 -0.2402 0.0 0.0 0.0 -0.426
C 5.1412 1.7858 0.0116 0.0 0.0 0.0 -0.565
C 5.8404 0.7102 0.5394 0.0 0.0 0.0 -0.356
C 5.1744 -0.4769 0.8176 0.0 0.0 0.0 -0.569
C 3.8165 -0.5885 0.5680 0.0 0.0 0.0 -0.296
H -5.1315 0.0390 -1.4772 0.0 0.0 0.0 0.413
H -6.3419 -1.8622 -0.4669 0.0 0.0 0.0 0.345
H -5.0891 -3.6271 0.7646 0.0 0.0 0.0 0.384
H -2.6365 -3.4486 0.9526 0.0 0.0 0.0 0.301
H -0.5863 -2.4891 0.4851 0.0 0.0 0.0 0.388
H 3.2207 2.5097 -0.6430 0.0 0.0 0.0 0.440
H 5.6543 2.7146 -0.2032 0.0 0.0 0.0 0.380
H 6.9016 0.7965 0.7381 0.0 0.0 0.0 0.365
H 5.7160 -1.3176 1.2330 0.0 0.0 0.0 0.366
H 3.2836 -1.5036 0.7846 0.0 0.0 0.0 0.425
S -3.3451 5.0971 1.1274 0.0 0.0 0.0 -0.687
Sb -1.3049 4.2255 0.6973 0.0 -0.1 0.0 0.425
S -1.3477 3.2826 -1.6476 0.0 0.0 -0.1 -0.382
S -1.4391 1.7870 1.1650 0.0 0.1 0.0 -0.445
```
Positions in Å, forces in eV/Å.

Summary:
<S²>: 0.757
molar mass: 648.42 g mol⁻¹
ΔE to the lowest compared entry with this formula, charge and spin: 30.5 kJ/mol
frontier orbital gap (spin up / spin down): 6.260 / 5.203 eV
strongest force on any atom: 0.29 eV/A
calculated total energy: -2338.77595 Eh
total charge: -1
multiplicity: 2

=====

Record 3
Formula: C42H60N5O15
Source: the OMol25 dataset
Level of theory: ωB97M-V/def2-TZVPD

XYZ file:
```
122
Properties=species:S:1:pos:R:3:forces:R:3:mulliken_charge:R:1
C 3.1769 3.5859 2.4393 0.0 -1.1 -0.4 -0.885
C 2.6030 2.5278 1.4751 0.4 0.5 0.2 0.548
O 1.4294 2.3300 1.3421 -0.2 -0.1 0.0 -0.599
O 3.5372 1.8273 0.7362 -0.2 0.6 1.2 -0.330
C 3.8898 0.5566 1.3525 -0.1 -1.0 -1.5 -0.285
C 3.1836 -0.5670 0.5150 0.3 0.9 1.6 -0.585
C 1.9528 -1.1521 1.2528 -0.1 -0.8 -1.3 -0.364
C 1.6411 -2.5763 0.6414 0.2 0.3 0.6 -0.825
C 1.6977 -3.7382 1.6878 -1.2 0.5 -0.5 -1.088
C 0.2690 -4.3178 1.9786 0.9 -1.2 0.1 -0.343
C -0.2265 -4.0015 3.4093 -0.5 0.4 -1.1 -1.175
C -0.6098 -2.5126 3.5237 1.1 -0.3 -0.4 -0.332
N -1.9254 -2.2840 2.8999 -0.2 0.1 0.1 0.162
C -2.3646 -1.0898 2.7476 -0.2 3.0 -0.2 -0.005
N -1.7103 0.0739 3.0849 -1.0 -1.7 1.1 -0.132
C -2.7472 1.1375 3.2333 0.5 1.4 1.3 -1.011
C -4.1211 0.4359 2.9494 1.7 1.3 -0.5 1.339
C -5.2407 1.2172 2.2305 -0.9 0.0 -0.3 -1.088
O -6.4518 0.4559 2.3108 0.5 0.0 0.2 -0.511
C -6.6408 -0.3776 1.2244 -0.2 -0.2 -0.7 0.372
C -6.3819 -1.7453 1.3007 0.4 -0.3 0.9 -0.226
C -6.5778 -2.5972 0.2283 -0.2 0.3 -0.4 -0.537
C -7.0750 -2.0686 -0.9685 0.3 -0.7 0.5 -0.503
C -7.3332 -0.7133 -1.0433 -0.3 0.2 -0.6 -0.545
C -7.1153 0.1504 0.0311 -0.1 -0.1 -0.4 -0.217
O -4.5990 -0.0728 4.2061 -0.2 -0.4 -0.3 -0.488
C -5.0424 0.8738 4.9856 0.1 0.5 0.9 0.588
N -5.3305 1.7015 5.7449 0.1 -0.8 -0.8 -0.476
N -3.6126 -0.7044 2.1555 -0.6 -1.6 0.0 0.636
N -3.1422 -0.1315 0.9069 -0.5 -0.5 -0.9 -0.818
C -3.4606 -0.8267 -0.0787 -0.3 -0.9 -1.2 0.704
O -3.6688 -1.4377 -1.0473 0.4 1.2 1.5 -0.391
H 3.2422 4.5507 1.9159 0.0 -0.3 0.3 0.306
H 4.1758 3.2438 2.7384 -0.2 0.4 0.1 0.293
H 2.5217 3.6365 3.3176 0.2 0.2 -0.3 0.342
H 4.9760 0.4384 1.2292 -0.3 0.3 0.1 0.242
H 3.6487 0.4851 2.4251 0.0 0.4 -0.3 0.312
H 2.9300 -0.1116 -0.4582 0.2 -0.6 0.6 -0.163
H 3.9482 -1.3482 0.3755 -0.5 0.1 -0.2 0.548
H 2.1314 -1.2217 2.3399 0.0 0.0 -0.4 0.459
H 1.0560 -0.5353 1.0749 0.5 0.2 0.3 -0.012
H 2.3563 -2.7658 -0.1714 -0.2 0.1 0.2 0.636
H 0.6471 -2.5270 0.1628 0.4 -0.2 0.2 0.378
H 2.3500 -4.5479 1.3307 -0.2 0.3 0.2 0.458
H 2.0823 -3.3449 2.6426 0.2 -0.2 -0.3 0.401
H -0.4619 -4.0521 1.1935 0.2 0.2 0.3 0.425
H 0.3729 -5.4242 1.9271 -0.3 1.0 0.0 0.252
H -1.1351 -4.6033 3.5674 0.5 0.1 0.5 0.292
H 0.5780 -4.2563 4.1078 -0.5 0.0 0.0 0.433
H -0.5709 -2.1171 4.5526 -0.5 -0.3 -0.2 0.448
H 0.1051 -1.9094 2.9321 -0.2 -0.2 0.3 0.294
H -2.5254 -3.0387 2.5770 0.2 -0.1 0.2 0.374
H -1.2542 -0.0862 3.9826 0.7 0.4 -0.4 0.346
H -2.5297 2.0926 2.7203 -0.1 -0.9 -0.5 -0.003
H -2.6005 1.4184 4.2933 -0.9 0.1 -0.3 0.460
H -5.0573 1.4240 1.1677 0.6 0.0 0.4 0.520
H -5.4617 2.1898 2.6986 0.4 -0.4 0.2 0.414
H -5.9895 -2.1617 2.2313 -0.2 0.3 -0.2 0.331
H -6.3352 -3.6559 0.3238 -0.1 0.3 0.0 0.403
H -7.2331 -2.7447 -1.8086 0.0 0.4 0.1 0.398
H -7.7284 -0.3289 -1.9871 0.1 0.1 0.4 0.371
H -7.3181 1.2143 -0.0982 0.0 -0.2 0.3 0.510
O 0.1996 -6.9199 3.2795 -0.3 -0.1 0.1 -0.572
C -0.8844 -7.4280 3.2407 0.4 -0.4 0.4 0.499
O -2.0337 -6.7281 3.0392 0.1 0.0 -0.1 -0.252
C -3.1671 -7.6120 3.1566 -0.3 -0.2 0.0 -0.481
C -2.6157 -9.0020 2.8980 0.0 -0.3 0.0 -0.521
C -1.1975 -8.8932 3.4450 -0.5 0.0 -0.4 -0.522
H -3.5839 -7.5098 4.1611 0.1 0.0 0.0 0.292
H -3.9261 -7.3275 2.4304 0.1 0.2 0.0 0.309
H -3.2073 -9.7909 3.3585 0.0 0.1 0.0 0.335
H -2.5802 -9.1928 1.8238 0.0 0.0 0.0 0.276
H -1.1526 -9.1180 4.5119 0.1 0.0 0.0 0.281
H -0.5004 -9.5190 2.8945 0.2 0.1 0.2 0.321
O 3.2472 -0.5958 -2.4385 -0.3 -0.2 -0.4 -0.627
C 2.8850 0.0420 -3.3881 0.5 0.1 0.0 0.466
O 2.0093 -0.4257 -4.3075 0.0 0.0 0.2 -0.362
C 1.8658 0.5333 -5.3742 -0.1 0.2 -0.2 -0.364
C 2.2918 1.8601 -4.7773 0.2 0.2 0.0 -0.122
C 3.3487 1.4318 -3.7672 -0.6 0.1 -0.2 -0.374
H 2.5060 0.2257 -6.2054 0.0 0.0 0.1 0.255
H 0.8321 0.5469 -5.7139 0.0 -0.2 0.1 0.274
H 2.6503 2.5704 -5.5175 -0.1 -0.2 0.2 0.172
H 1.4495 2.3184 -4.2540 0.0 0.0 -0.1 0.151
H 4.3404 1.3628 -4.2180 0.0 0.0 0.1 0.322
H 3.3702 2.0851 -2.8981 0.3 -0.2 0.1 0.198
O 8.6104 4.4345 3.9082 -0.3 0.0 0.2 -0.565
C 8.1408 3.9847 2.9085 0.6 0.0 0.1 0.407
O 6.9425 3.3387 2.8678 0.0 0.1 0.0 -0.347
C 6.7117 2.8250 1.5464 0.0 -0.1 -0.2 0.225
C 7.5863 3.6645 0.6315 0.2 0.0 -0.2 -0.683
C 8.7717 3.9925 1.5313 -0.5 0.1 -0.3 -0.369
H 6.9907 1.7679 1.5302 0.0 0.0 0.0 0.060
H 5.6569 2.9134 1.3009 0.0 0.0 0.1 0.001
H 7.8594 3.1532 -0.2904 -0.1 0.0 0.0 0.346
H 7.0646 4.5854 0.3627 0.0 0.0 0.0 0.327
H 9.5415 3.2203 1.4911 0.1 0.1 0.1 0.241
H 9.1971 4.9662 1.3045 0.2 -0.1 0.2 0.314
O -4.7718 4.0227 -0.1018 -0.1 -0.4 0.2 -0.588
C -3.5919 4.2136 -0.1149 -0.3 0.4 -0.3 0.480
O -2.7701 3.8078 0.8828 0.1 -0.1 0.0 -0.298
C -1.4277 4.2766 0.6280 0.4 0.0 0.1 -0.017
C -1.3743 4.5299 -0.8674 0.1 0.1 -0.2 -0.513
C -2.8060 4.9531 -1.1746 0.5 -0.3 0.0 -0.467
H -1.2618 5.1849 1.2114 -0.1 0.0 0.0 0.260
H -0.7099 3.5196 0.9418 -0.2 0.0 0.1 0.014
H -0.6249 5.2664 -1.1515 0.0 0.0 0.1 0.389
H -1.1470 3.5999 -1.3925 0.0 0.0 0.0 0.216
H -2.9540 6.0257 -1.0401 -0.1 0.0 -0.1 0.274
H -3.1148 4.6485 -2.1710 -0.3 0.2 0.1 0.316
O 2.4869 3.9422 -6.9796 -0.3 0.2 -0.1 -0.636
C 1.9735 3.4687 -7.9527 0.5 0.0 -0.1 0.607
O 0.7824 2.8222 -7.9232 0.1 0.1 0.1 -0.342
C 0.4926 2.2766 -9.2241 -0.2 -0.1 -0.3 -0.420
C 1.3217 3.0995 -10.1939 0.1 0.0 -0.2 -0.473
C 2.5436 3.4501 -9.3541 -0.5 0.1 -0.3 -0.504
H 0.7737 1.2207 -9.2281 0.0 0.0 0.0 0.252
H -0.5742 2.3568 -9.4215 0.0 0.0 0.2 0.318
H 1.5560 2.5701 -11.1157 0.0 -0.1 0.1 0.326
H 0.7849 4.0124 -10.4585 0.0 0.0 0.0 0.273
H 3.3145 2.6795 -9.4120 0.1 0.1 0.1 0.254
H 2.9549 4.4203 -9.6192 0.2 -0.1 0.2 0.311
```
Positions in Å, forces in eV/Å.

Summary:
molar mass: 874.96 g mol⁻¹
ΔE to the lowest compared entry with this formula, charge and spin: 0.0 kJ/mol
frontier orbital gap: 8.374 eV
strongest force on any atom: 2.99 eV/A
calculated total energy: -3038.49017 Eh
total charge: +1
multiplicity: 1

=====

- Which of these has the lowest calculated total energy?
  C42H60N5O15

=====

- Number 2 is which compound?
  C14H10IrN2O2S3Sb

=====

- Number 1 is which compound?
  C5H10O

=====

- Among the records above, which one has the lowest strongest force on any atom?
  C14H10IrN2O2S3Sb